# 1
DFT (ωB97M-V/def2-TZVPD) results for a molecular structure, C22H15N8O2Pd.

The HOMO-LUMO gap comes out at 6.205 eV. The calculation puts the largest force on an atom at 0.06 eV/Å. As for the total charge: +1. As for the energy above the lowest of the compared OMol25 structures with the same formula, charge and spin: 0.0000 eV.

Geometry (Å):
H -2.7032 -1.4619 0.3739
C -4.6626 1.2518 -0.0474
C -3.6476 2.1840 -0.1889
C 1.1808 2.6663 -0.2599
C 4.3382 -0.0927 0.1582
N -0.0012 -1.4088 4.8147
C 0.0089 6.2692 -0.7638
N -0.0037 -1.9530 0.3680
H 2.6981 -1.4700 0.3731
H -5.6967 1.5646 -0.0968
H -2.1027 4.6256 -0.5428
N -0.0007 -0.4746 2.8570
C -0.0050 -2.6876 -0.7537
H -3.8679 3.2298 -0.3481
C -1.1737 2.6698 -0.2601
H 2.1155 4.6195 -0.5429
H 5.0985 -0.8511 0.2735
H -0.0091 -4.6551 -1.6092
N 2.0259 0.4511 0.0725
C -2.3322 1.7628 -0.1257
C -4.3392 -0.0799 0.1586
C 0.0003 -0.2435 4.1516
N -2.0253 0.4571 0.0725
Pd -0.0002 0.1291 0.1520
H 0.0014 0.7198 4.6348
C -1.1993 4.0335 -0.4584
C -0.0083 -4.0675 -0.7005
H -0.0091 -4.5144 2.5124
H -0.0036 -2.1527 -1.6934
C 4.6655 1.2381 -0.0475
O 1.1500 6.7412 -0.8226
N 0.0026 2.0333 -0.1651
H -5.1018 -0.8360 0.2742
O -1.1307 6.7442 -0.8263
N -0.0010 -2.4377 3.9606
C 3.6531 2.1733 -0.1887
N -0.0097 -4.7226 0.4585
H -0.0013 -1.5754 5.8089
C -0.0080 -3.9969 1.5620
C -0.0052 -2.5987 1.5393
C -0.0031 -1.8314 2.7914
H 3.8765 3.2184 -0.3478
C 1.2104 4.0299 -0.4584
C 3.0036 -0.4449 0.2131
C 2.3365 1.7559 -0.1254
H 5.7005 1.5478 -0.0973
C 0.0066 4.7205 -0.5550
C -3.0057 -0.4360 0.2134

Results of the natural (NBO) charge analysis, in e, for atoms 1 through 6:
1. H 0.21
2. C -0.11
3. C -0.20
4. C 0.23
5. C -0.24
6. N -0.32

=====

# 2
DFT (ωB97M-V/def2-TZVPD) results for 13 unconnected molecules or ions with the total composition C36H66BrF36N12P6 at a distorted geometry.

The HOMO-LUMO gap comes out at 7.041 eV. The calculation puts the largest force on an atom at 3.13 eV/Å. As for the total charge: -1.

Geometry (Å):
H -1.7405 -4.0049 -30.5582
C -0.0623 1.4683 -26.3540
C -1.2787 -3.3897 -29.7889
C -2.4580 3.6746 -34.0974
H -3.5083 0.5797 -21.6835
N -5.4386 2.3898 -31.0708
C -3.2075 4.4096 -28.6559
H -3.3744 -1.2481 -21.5558
F -3.2124 6.0362 -31.6587
N 3.3063 6.3310 -23.9166
C 5.4152 6.0858 -23.4789
C -1.8553 -0.3087 -24.2047
C -1.9424 6.0334 -25.8854
H -1.2362 3.3841 -30.9585
H 0.4538 1.5521 -27.3139
C -1.5686 8.5953 -28.8572
N -1.9482 -0.3485 -22.8720
H -5.2453 10.4754 -23.8550
H -3.8781 3.5894 -28.4100
H -2.1621 1.3242 -32.0858
P 0.0669 3.1262 -22.3002
C -3.2181 -0.3562 -22.1564
H 4.8550 2.7245 -20.5369
H -2.7259 -0.9554 -29.9433
F -5.8157 6.0601 -26.2315
H -2.0299 3.9765 -35.0487
H 2.2264 7.4063 -25.3778
C -0.0224 0.0285 -25.8532
F 2.8809 5.6236 -27.4437
H -4.5946 4.0438 -34.4907
C -6.1749 2.7301 -29.8466
H -2.2624 8.0179 -23.9828
N -4.0102 10.1124 -25.4628
F -4.8316 7.6038 -31.5514
F 0.9640 3.7037 -21.0603
Br -3.7804 0.7667 -27.5085
C 4.5645 6.6648 -24.3745
H 3.3799 3.6737 -20.5011
C 2.0912 6.6229 -24.6364
N -2.2329 4.8449 -26.4331
H -1.5478 3.3844 -27.7384
H -2.0557 -3.1948 -29.0498
F -4.8446 5.9973 -33.1549
F -2.7212 8.2248 -32.0724
C -2.6412 4.0331 -25.3931
F -5.9155 7.1767 -20.1319
F -4.0943 8.1456 -21.0416
C -3.9973 8.4711 -26.9978
F -7.4544 7.4514 -26.8480
C -1.7724 7.1118 -23.6452
H -3.5256 10.5420 -23.4341
H 1.5676 5.7642 -25.0483
H 3.9587 2.9871 -21.9997
C -4.2540 10.7653 -24.2076
H -0.5427 -0.4001 -21.2514
F -6.2210 8.5051 -21.9464
C 5.1224 4.7303 -21.3286
F -2.7067 6.7085 -33.8586
N -4.5169 2.6212 -33.0403
H -1.7972 2.9020 -33.6958
F -4.2952 8.2626 -33.7314
H 0.0753 2.3491 -31.4492
H 1.3953 7.0957 -23.9403
F 1.1807 4.1754 -28.2222
C -2.5727 4.7482 -24.2632
H 0.5656 2.1362 -25.7588
C -1.9809 4.3832 -27.8123
F -7.9924 5.4506 -25.8649
F 0.0533 4.5850 -23.0193
H -3.8373 7.5165 -27.4621
F -6.4376 6.2534 -22.2020
H -7.1644 2.2836 -29.8847
H -3.8003 5.3268 -28.6160
F 2.2435 7.1564 -28.9418
H 0.9173 -0.5241 -25.8949
C 3.3662 5.5916 -22.8243
N -1.1102 0.0020 -30.8806
N -0.8727 -2.0869 -30.3075
H -1.9662 7.6564 -29.2389
F -4.6283 7.4338 -23.1004
F -1.2755 3.4807 -21.4747
N -0.5662 -0.1540 -24.5112
F 2.7094 5.0185 -29.6813
F 0.5300 5.8115 -29.6644
C -1.8057 1.3055 -31.0552
F -0.7512 8.9127 -25.7131
C 0.1135 -0.4173 -31.3429
H -4.0113 -0.4322 -22.9075
H -0.4672 -3.8984 -29.2781
F -4.3271 5.9102 -21.3358
H -5.0106 8.2300 -25.1085
H -0.7083 7.3554 -23.6783
F -0.0012 1.6603 -21.6201
H -1.1779 4.9450 -28.2758
H -4.6167 4.2457 -31.6102
F -6.2524 6.2662 -28.4800
H 4.7110 7.0941 -25.3495
C -0.6866 -0.2755 -22.3080
H -2.6005 1.3492 -30.3090
C 0.1570 -0.0847 -23.3397
C -4.9743 1.3108 -32.9388
F 0.8953 11.5879 -24.8035
C -3.9097 3.2368 -34.2281
F -0.8093 2.5403 -23.5347
C 0.2653 -1.7108 -30.9593
C -4.6833 3.1861 -31.8355
H -0.6448 -0.5793 -26.5173
N -3.3120 9.5973 -27.4636
H -2.4747 4.4820 -33.3723
P 1.7019 5.6874 -28.5987
C -4.4963 8.8935 -25.7908
F 1.4571 2.7594 -23.0875
P -5.2911 7.2077 -21.6282
H -0.5688 2.3716 -29.7230
H -1.4444 6.7803 -26.4873
C -2.6368 9.6549 -28.8048
H -1.9062 6.7443 -22.6319
H -3.4284 9.4557 -29.5234
H -1.0791 1.8466 -26.4067
H -4.0754 2.5615 -35.0713
H 6.1344 4.4237 -21.6029
H 0.8047 0.2083 -31.8766
H -0.9130 8.9286 -29.6730
P 0.1619 10.2425 -25.3126
P -3.7572 7.1337 -32.7098
N -2.1057 6.0238 -24.5515
F 1.3522 9.7031 -26.2623
F -1.1195 10.6648 -24.4408
H -2.3249 10.6933 -28.8913
C -5.7178 1.2434 -31.8025
H -5.6233 2.3274 -29.0009
H -6.2687 3.8052 -29.7022
H -2.7326 4.5089 -23.2251
F -8.4903 5.8266 -28.0653
F 0.6673 6.3047 -27.4781
F 0.7364 9.3596 -24.1055
H -4.9125 0.6379 -33.7763
C -0.7869 2.4028 -30.7912
H -4.3934 11.8323 -24.3878
C 4.2814 3.4759 -21.0798
H 2.4833 5.0974 -22.4548
H -2.7748 2.9802 -25.5759
C -1.7295 -1.0606 -30.3541
H 1.0933 -2.3174 -31.2842
H 5.1719 5.4085 -20.4786
C -3.3585 10.5630 -26.5516
F -6.8771 4.3379 -27.5718
N 4.6833 5.4672 -22.5073
H 6.4867 6.1530 -23.3962
H -2.6526 -0.2346 -24.9222
F -0.4903 10.9817 -26.6297
H 1.2218 -0.0119 -23.4834
H -0.8545 8.5517 -28.0388
H -6.3107 0.4583 -31.3671
H -2.9772 4.3216 -29.7223
H -2.7943 11.4785 -26.5558
P -7.1475 5.9146 -27.1718

Results of the Löwdin charge analysis, in e, for atoms 1 through 6:
1. H 0.10
2. C -0.07
3. C 0.02
4. C -0.05
5. H 0.11
6. N -0.05